Formula: C4H9F3O3SSi
Source: OMol25
Level of theory: ωB97M-V/def2-TZVPD

Positions of all 21 atoms, in Å:
C -1.61773 2.47427 -0.19152
C -2.51445 -0.75354 0.73730
C 1.44051 -1.63843 -1.16778
C 2.45690 -0.32044 0.94498
O -0.01674 0.31916 0.93989
O 1.56231 1.12181 -0.93651
O -0.60458 -0.06168 -1.27076
F 2.61401 0.71188 1.74172
F 3.62446 -0.65944 0.30354
F 2.21241 -1.32459 1.79551
Si -1.44376 0.60080 -0.01810
S 0.93706 -0.01774 -0.36431
H -0.74029 2.99236 0.22919
H -1.43479 2.44540 -1.34991
H -2.52117 3.05301 0.07910
H -3.04772 -0.36317 1.62128
H -3.32803 -1.08770 0.00448
H -2.04004 -1.73037 1.00586
H 1.56542 -1.38881 -2.26579
H 2.33584 -2.02527 -0.70696
H 0.56038 -2.34752 -1.13121

Output
Calculated total energy   -37301.19832 eV
ΔE to the lowest compared entry with this formula, charge and spin   129.6 kJ/mol
F_max   2.7 eV/Å
HOMO   -0.3644 Ha
HOMO-LUMO gap   0.374 hartree
Lowest unoccupied orbital energy   0.3 eV

Here are the Löwdin charges for atoms 1 to 5, given in e: number 1, C, carries -0.126; number 2, C, carries -0.151; number 3, C, carries -0.086; number 4, C, carries -0.640; number 5, O, carries -0.313